1.
{
  "formula": "C8H26B2O29",
  "method": "the ωB97M-V functional and the def2-TZVPD basis",
  "species": ["O", "C", "O", "B", "O", "C", "O", "O", "C", "O", "C", "O", "O", "O", "C", "O", "B", "O", "C", "O", "O", "C", "O", "C", "O", "O", "O", "H", "H", "O", "H", "H", "O", "H", "H", "O", "H", "H", "O", "H", "H", "O", "H", "H", "O", "H", "H", "O", "H", "H", "O", "H", "H", "O", "H", "H", "O", "H", "H", "O", "H", "H", "O", "H", "H"],
  "xyz": [[-2.759, 0.810, -0.604], [-1.777, 0.120, -0.441], [-0.661, 0.063, -1.115], [0.253, -0.960, -0.599], [-0.439, -1.562, 0.549], [-1.621, -0.963, 0.682], [-2.442, -1.188, 1.555], [1.533, -0.409, -0.243], [2.454, -0.879, -1.091], [3.646, -0.612, -1.136], [1.763, -1.960, -2.009], [0.472, -1.911, -1.663], [2.323, -2.682, -2.838], [-0.157, 7.091, 3.772], [0.754, 6.695, 3.009], [1.938, 6.098, 3.410], [2.800, 5.598, 2.317], [2.009, 5.939, 1.101], [0.785, 6.489, 1.518], [-0.167, 6.758, 0.793], [4.120, 6.211, 2.308], [4.989, 5.438, 2.799], [6.141, 5.682, 3.083], [4.377, 4.069, 3.002], [3.118, 4.128, 2.492], [4.925, 3.100, 3.523], [-4.972, 0.536, 5.680], [-4.867, 0.010, 4.887], [-4.140, 0.443, 6.142], [4.141, 4.168, -2.291], [3.822, 4.778, -1.626], [4.168, 3.321, -1.846], [6.386, -7.341, -5.999], [6.208, -6.467, -5.650], [6.690, -7.844, -5.244], [-5.065, 2.298, -4.458], [-5.227, 2.261, -3.515], [-4.918, 3.226, -4.640], [-0.261, -4.686, -6.572], [-0.104, -4.484, -7.494], [0.614, -4.763, -6.191], [-6.273, 4.192, 3.724], [-6.004, 3.943, 2.839], [-6.214, 3.381, 4.229], [-6.588, -5.545, 3.628], [-6.180, -5.732, 2.782], [-6.655, -4.591, 3.656], [7.730, -3.017, -5.224], [6.901, -2.820, -4.786], [7.620, -2.674, -6.111], [-3.554, -3.285, 6.785], [-3.289, -2.418, 7.093], [-3.249, -3.322, 5.879], [-7.542, -1.399, -0.688], [-6.719, -1.590, -0.237], [-8.005, -0.802, -0.100], [5.778, -1.870, 3.624], [6.297, -1.069, 3.694], [5.871, -2.136, 2.709], [-3.600, -5.811, -0.058], [-3.069, -5.284, -0.656], [-3.183, -6.673, -0.063], [0.073, 0.553, -6.033], [-0.406, 1.046, -5.368], [-0.593, 0.306, -6.675]],
  "nbo_charge": [-0.578, 0.695, -0.641, 1.146, -0.645, 0.676, -0.590, -0.639, 0.680, -0.562, 0.693, -0.654, -0.581, -0.552, 0.682, -0.681, 1.164, -0.670, 0.672, -0.533, -0.635, 0.676, -0.580, 0.668, -0.654, -0.558, -0.943, 0.475, 0.468, -0.951, 0.476, 0.476, -0.941, 0.475, 0.466, -0.939, 0.476, 0.463, -0.934, 0.461, 0.474, -0.943, 0.470, 0.472, -0.943, 0.473, 0.469, -0.943, 0.477, 0.465, -0.939, 0.464, 0.474, -0.939, 0.476, 0.463, -0.940, 0.472, 0.469, -0.941, 0.478, 0.463, -0.936, 0.476, 0.460],
  "homo_lumo_gap_ev": 8.78,
  "e_tot_ev": -69462.0590,
  "charge": -2,
  "multiplicity": 1,
  "e_lumo_ev": 3.1,
  "fmax_ev_per_a": 4.66,
  "homo_ev": -5.704
}

2.
{
  "formula": "C30H68F24N6O10P3S2",
  "method": "the ωB97M-V functional and the def2-TZVPD basis",
  "species": ["C", "C", "O", "N", "H", "H", "C", "H", "H", "H", "H", "H", "H", "C", "C", "O", "N", "H", "H", "C", "H", "H", "H", "H", "H", "H", "C", "C", "O", "N", "H", "H", "C", "H", "H", "H", "H", "H", "H", "C", "C", "O", "N", "H", "H", "C", "H", "H", "H", "H", "H", "H", "C", "C", "C", "N", "C", "C", "C", "C", "C", "H", "H", "H", "H", "H", "H", "H", "H", "H", "H", "H", "H", "H", "H", "H", "H", "H", "H", "C", "C", "C", "N", "C", "C", "C", "C", "C", "H", "H", "H", "H", "H", "H", "H", "H", "H", "H", "H", "H", "H", "H", "H", "H", "H", "H", "C", "F", "F", "F", "S", "O", "O", "O", "C", "F", "F", "F", "S", "O", "O", "O", "P", "F", "F", "F", "F", "F", "F", "P", "F", "F", "F", "F", "F", "F", "P", "F", "F", "F", "F", "F", "F"],
  "xyz": [[-4.189, 11.743, 4.107], [-3.173, 11.290, 3.101], [-2.825, 11.863, 2.085], [-2.754, 9.865, 3.314], [-1.883, 9.670, 2.840], [-2.597, 9.710, 4.300], [-3.708, 8.797, 2.709], [-4.595, 12.696, 3.768], [-3.830, 11.971, 5.111], [-5.045, 11.085, 4.255], [-3.645, 8.761, 1.621], [-4.675, 8.963, 3.183], [-3.287, 7.856, 3.063], [-1.011, 1.939, 1.670], [-0.858, 0.862, 0.606], [0.003, 0.963, -0.241], [-1.892, -0.239, 0.483], [-2.616, 0.014, 1.140], [-2.312, -0.236, -0.436], [-1.331, -1.605, 0.869], [-0.462, 2.852, 1.439], [-0.476, 1.538, 2.531], [-2.043, 2.066, 1.998], [-1.221, -1.565, 1.953], [-0.409, -1.592, 0.287], [-2.055, -2.352, 0.545], [-2.247, -5.727, 6.932], [-3.531, -5.629, 5.983], [-3.487, -5.715, 4.758], [-4.872, -5.360, 6.680], [-4.733, -4.976, 7.604], [-5.395, -4.662, 6.170], [-5.752, -6.626, 6.569], [-2.291, -4.767, 7.446], [-1.296, -5.776, 6.401], [-2.432, -6.481, 7.697], [-5.469, -7.081, 5.620], [-6.807, -6.366, 6.479], [-5.568, -7.312, 7.396], [-7.967, -3.322, -2.615], [-8.263, -3.036, -1.125], [-7.510, -3.446, -0.226], [-9.448, -2.051, -0.891], [-9.110, -1.263, -0.357], [-9.695, -1.744, -1.821], [-10.697, -2.820, -0.541], [-8.857, -3.273, -3.243], [-7.547, -4.327, -2.631], [-7.205, -2.596, -2.900], [-11.577, -2.197, -0.704], [-10.552, -3.234, 0.457], [-10.853, -3.654, -1.226], [3.259, -7.171, 0.556], [4.342, -6.253, -0.017], [5.240, -7.009, -1.049], [6.220, -6.002, -1.638], [5.542, -4.984, -2.583], [7.257, -6.696, -2.529], [8.462, -5.749, -2.783], [8.411, -4.803, -1.622], [7.271, -5.304, -0.701], [3.703, -7.964, 1.158], [2.644, -7.648, -0.208], [2.454, -6.717, 1.134], [4.946, -5.984, 0.849], [3.722, -5.541, -0.563], [4.611, -7.343, -1.874], [5.849, -7.753, -0.534], [4.995, -5.575, -3.317], [6.251, -4.299, -3.048], [4.934, -4.344, -1.943], [6.690, -7.045, -3.392], [7.631, -7.602, -2.052], [8.338, -5.247, -3.743], [9.435, -6.239, -2.767], [8.261, -3.748, -1.850], [9.322, -4.806, -1.025], [6.893, -4.490, -0.083], [7.636, -6.073, -0.019], [6.601, 2.333, -1.516], [5.600, 2.113, -2.719], [5.103, 3.359, -3.487], [4.575, 3.094, -4.969], [3.681, 1.852, -5.083], [3.911, 4.455, -5.331], [5.038, 5.366, -5.895], [5.898, 4.355, -6.636], [5.738, 2.989, -5.947], [7.488, 2.937, -1.704], [6.917, 1.393, -1.064], [6.078, 2.869, -0.724], [4.720, 1.550, -2.407], [6.078, 1.355, -3.339], [5.880, 4.088, -3.716], [4.291, 3.817, -2.923], [2.665, 2.064, -4.748], [4.118, 0.938, -4.681], [3.530, 1.760, -6.158], [3.395, 4.203, -6.258], [3.352, 4.988, -4.562], [4.637, 6.226, -6.431], [5.653, 5.726, -5.070], [5.728, 4.366, -7.713], [6.945, 4.658, -6.640], [5.635, 2.166, -6.654], [6.546, 2.604, -5.327], [-4.888, 4.918, -4.309], [-5.658, 4.618, -5.400], [-3.545, 4.951, -4.660], [-5.163, 6.122, -3.951], [-5.309, 3.677, -2.811], [-4.489, 2.490, -3.066], [-4.799, 4.380, -1.619], [-6.790, 3.562, -2.920], [-7.482, 1.750, 5.982], [-6.739, 1.509, 7.038], [-8.792, 1.752, 6.335], [-7.211, 2.920, 5.482], [-7.316, 0.396, 4.544], [-8.520, 0.642, 3.729], [-6.029, 0.731, 3.845], [-7.308, -0.905, 5.226], [-1.225, -5.338, -4.669], [-2.457, -6.226, -5.245], [-0.621, -5.311, -6.199], [-2.226, -3.948, -4.698], [-0.098, -4.382, -4.038], [-1.617, -5.737, -3.166], [-0.298, -6.677, -4.682], [2.786, -1.444, 6.358], [3.511, -0.658, 7.630], [2.743, -0.135, 5.407], [4.261, -1.897, 5.822], [2.300, -2.395, 5.119], [2.623, -2.800, 7.254], [1.257, -1.131, 6.744], [3.039, 7.994, 1.113], [2.265, 7.024, 0.109], [3.865, 8.615, -0.155], [1.691, 8.959, 0.967], [3.660, 9.021, 2.254], [2.226, 7.324, 2.413], [4.283, 6.923, 1.340]],
  "mulliken_charge": [-1.120, 0.614, -0.416, -0.131, 0.353, 0.391, -0.789, 0.328, 0.369, 0.357, 0.347, 0.339, 0.358, -1.061, 0.562, -0.447, -0.115, 0.345, 0.375, -0.824, 0.343, 0.349, 0.394, 0.372, 0.353, 0.353, -1.041, 0.550, -0.427, -0.131, 0.370, 0.353, -0.753, 0.373, 0.342, 0.345, 0.346, 0.356, 0.316, -0.903, 0.382, -0.438, -0.117, 0.380, 0.367, -0.765, 0.383, 0.334, 0.342, 0.364, 0.344, 0.327, -1.520, -0.013, -0.705, 0.219, -1.017, -0.786, -0.546, -0.662, -0.650, 0.375, 0.393, 0.363, 0.267, 0.256, 0.400, 0.334, 0.396, 0.419, 0.349, 0.543, 0.411, 0.295, 0.327, 0.316, 0.386, 0.424, 0.427, -1.375, -0.685, -0.598, 0.188, -1.063, -0.600, -0.706, -0.612, -0.507, 0.355, 0.362, 0.368, 0.435, 0.393, 0.381, 0.491, 0.353, 0.354, 0.498, 0.417, 0.408, 0.419, 0.306, 0.325, 0.346, 0.384, 0.362, 0.565, -0.234, -0.243, -0.211, 1.071, -0.656, -0.648, -0.642, 0.573, -0.214, -0.235, -0.213, 1.048, -0.654, -0.644, -0.657, 1.154, -0.352, -0.351, -0.393, -0.346, -0.342, -0.371, 1.140, -0.349, -0.342, -0.362, -0.380, -0.363, -0.345, 1.157, -0.335, -0.344, -0.374, -0.357, -0.386, -0.360],
  "homo_lumo_gap_ev": 5.84,
  "e_tot_ev": -176382.9831,
  "charge": 1,
  "multiplicity": 1,
  "e_lumo_ev": -3.2,
  "fmax_ev_per_a": 5.44,
  "homo_ev": -9.040
}

3.
{
  "formula": "C24H39MnN2O2P3S",
  "method": "the ωB97M-V functional and the def2-TZVPD basis",
  "species": ["P", "C", "H", "H", "H", "C", "H", "H", "H", "C", "H", "H", "H", "P", "C", "H", "H", "H", "C", "H", "H", "H", "C", "H", "H", "H", "P", "C", "H", "H", "H", "C", "H", "H", "H", "C", "H", "H", "H", "Mn", "C", "O", "C", "O", "C", "C", "C", "C", "C", "C", "H", "H", "H", "H", "H", "H", "N", "C", "N", "C", "C", "C", "C", "C", "C", "S", "H", "H", "H", "H", "H", "H"],
  "xyz": [[3.562, -0.511, 0.152], [3.773, -0.455, 1.955], [4.779, -0.072, 2.250], [3.641, -1.447, 2.418], [3.021, 0.218, 2.394], [4.001, -2.088, -0.589], [3.529, -2.151, -1.578], [3.651, -2.924, 0.027], [5.092, -2.135, -0.708], [4.575, 0.777, -0.606], [5.631, 0.475, -0.675], [4.501, 1.694, -0.010], [4.205, 0.982, -1.614], [-1.049, 3.632, -0.401], [-0.954, 3.956, 1.392], [-1.222, 4.987, 1.657], [0.081, 3.728, 1.702], [-1.617, 3.236, 1.903], [-0.081, 4.867, -1.314], [-0.139, 4.570, -2.370], [0.966, 4.770, -1.000], [-0.453, 5.883, -1.175], [-2.783, 3.837, -0.908], [-3.070, 4.884, -1.026], [-3.419, 3.322, -0.180], [-2.873, 3.309, -1.868], [-2.713, -2.293, 0.170], [-3.153, -2.128, 1.921], [-3.937, -2.870, 2.214], [-3.558, -1.123, 2.120], [-2.287, -2.283, 2.580], [-4.157, -2.063, -0.875], [-4.849, -2.917, -0.791], [-3.827, -1.972, -1.913], [-4.680, -1.147, -0.584], [-1.890, -3.848, -0.202], [-2.627, -4.670, -0.166], [-1.059, -4.012, 0.503], [-1.478, -3.782, -1.217], [0.254, -0.944, -1.943], [1.570, -0.205, -0.538], [1.362, 0.877, 0.029], [-1.314, -0.977, -0.534], [-1.654, 0.037, 0.114], [-1.235, -0.619, -3.312], [-0.586, -1.866, -3.512], [0.854, -1.910, -3.570], [1.589, -0.696, -3.483], [0.939, 0.517, -3.159], [-0.476, 0.560, -3.098], [-2.327, -0.581, -3.312], [-1.147, -2.781, -3.667], [1.380, -2.827, -3.769], [2.662, -0.707, -3.677], [1.524, 1.432, -3.060], [-0.959, 1.532, -2.961], [0.924, -3.435, 1.349], [0.744, -2.603, 2.442], [0.432, -1.331, 2.350], [0.236, -0.780, 3.600], [-0.170, 0.543, 3.862], [-0.337, 0.949, 5.186], [-0.109, 0.056, 6.255], [0.281, -1.271, 5.991], [0.436, -1.680, 4.677], [0.840, -3.276, 4.050], [1.378, -4.311, 1.588], [1.337, -2.957, 0.544], [-0.349, 1.195, 3.018], [-0.647, 1.969, 5.400], [-0.238, 0.389, 7.272], [0.466, -1.988, 6.791]],
  "lowdin_spin": [-0.018, -0.003, -0.001, 0.000, 0.000, -0.001, 0.000, 0.000, 0.000, -0.002, -0.001, 0.000, 0.000, 0.617, 0.088, 0.021, 0.002, 0.000, 0.091, 0.002, 0.000, 0.022, 0.088, 0.020, -0.001, 0.005, -0.004, -0.001, 0.000, 0.000, 0.000, 0.001, 0.000, 0.000, 0.000, 0.001, 0.000, 0.001, 0.000, 0.920, 0.001, 0.038, 0.000, 0.041, 0.013, 0.007, -0.007, 0.040, -0.002, 0.022, 0.000, -0.001, -0.003, 0.000, 0.000, 0.006, 0.098, 0.092, 0.110, 0.164, 0.104, 0.037, 0.263, 0.040, 0.088, -0.015, 0.003, 0.004, 0.003, -0.001, 0.010, -0.001],
  "homo_lumo_gap_ev": [7.31, 4.79],
  "e_tot_ev": -102573.9192,
  "charge": 4,
  "multiplicity": 4,
  "e_lumo_ev": [-11.6, -14.1],
  "s_squared": 3.860,
  "fmax_ev_per_a": 6.85,
  "homo_ev": [-18.910, -18.872]
}

Question: The highest charge belongs to which entry?
Answer: C24H39MnN2O2P3S